Version P
{
  "formula": "C4HNO2",
  "method": "ωB97M-V/def2-TZVPD",
  "species": ["C", "C", "C", "C", "N", "O", "O", "H"],
  "positions_angstrom": [[1.26, -0.45, -0.01], [0.95, 1.77, 0.01], [-1.23, 0.77, 0.00], [-1.24, -0.61, 0.00], [0.21, -1.00, -0.02], [-0.20, 1.46, 0.00], [-2.07, -1.46, 0.02], [2.32, -0.47, 0.01]],
  "homo_lumo_gap_ev": [7.35, 7.35],
  "spin_multiplicity": 1,
  "homo_ev": [-8.4912, -8.4904]
}

Version Q
{
  "formula": "C4HNO2",
  "method": "ωB97M-V/def2-TZVPD",
  "species": ["C", "C", "C", "O", "N", "C", "O", "H"],
  "positions_angstrom": [[0.82, 1.66, 0.47], [0.78, 0.47, 0.43], [0.57, -0.97, 0.42], [1.30, -1.79, 0.89], [-0.55, -1.31, -0.32], [-1.37, -0.63, -0.80], [-2.26, -0.06, -1.21], [0.72, 2.63, 0.13]],
  "homo_lumo_gap_ev": 11.10,
  "spin_multiplicity": 1,
  "smiles": "C#CC(=O)N=C=O",
  "homo_ev": -11.3015
}

version Q has the most favorable energy; the next structure is 152.9 kcal/mol above.

Version P
{
  "formula": "C6H14N3",
  "method": "ωB97M-V/def2-TZVPD",
  "species": ["C", "N", "C", "N", "N", "C", "C", "C", "C", "H", "H", "H", "H", "H", "H", "H", "H", "H", "H", "H", "H", "H", "H"],
  "positions_angstrom": [[-0.37, -1.96, -0.11], [-0.37, -0.57, -0.35], [-1.59, 0.18, 0.39], [-2.61, -0.42, 0.98], [-1.26, 1.52, 0.29], [0.05, 1.67, -0.41], [0.72, 0.32, -0.30], [1.69, 0.10, -1.41], [1.53, 0.23, 1.08], [-1.19, -2.25, 0.55], [-0.26, -2.64, -0.89], [0.50, -2.15, 0.51], [-2.60, -1.41, 0.94], [-3.48, -0.04, 1.20], [-1.99, 2.19, 0.09], [0.66, 2.46, 0.02], [-0.03, 1.82, -1.47], [2.26, 1.11, -1.48], [1.21, 0.15, -2.42], [2.27, -0.79, -1.26], [0.72, 0.58, 1.71], [2.44, 0.81, 1.14], [1.69, -0.89, 1.19]],
  "homo_lumo_gap_ev": 10.04,
  "spin_multiplicity": 1,
  "smiles": "CN1C(=[NH2+])NCC1(C)C",
  "charge": 1,
  "homo_ev": -13.3133
}

Version Q
{
  "formula": "C6H14N3",
  "method": "ωB97M-V/def2-TZVPD",
  "species": ["C", "N", "C", "C", "C", "N", "C", "C", "N", "H", "H", "H", "H", "H", "H", "H", "H", "H", "H", "H", "H", "H", "H"],
  "positions_angstrom": [[3.04, 0.43, -0.42], [1.90, -0.23, 0.36], [0.67, -0.67, -0.02], [0.59, -0.89, -1.70], [-0.19, -1.41, 1.05], [-0.66, -0.13, 0.50], [-1.61, 0.66, 0.60], [-2.03, 1.58, -0.44], [-2.43, 0.48, 1.64], [2.72, 1.49, -0.25], [4.02, 0.18, 0.07], [3.03, 0.11, -1.50], [2.31, -0.45, 1.31], [-0.40, -1.36, -1.93], [1.28, -1.59, -1.87], [0.47, 0.10, -2.15], [0.36, -1.60, 2.01], [-0.76, -2.26, 0.77], [-2.79, 0.99, -0.91], [-1.36, 1.80, -1.24], [-2.56, 2.49, 0.11], [-3.46, 0.59, 1.76], [-2.12, -0.31, 2.25]],
  "homo_lumo_gap_ev": 10.12,
  "spin_multiplicity": 1,
  "smiles": "CN[C@@]1(C)CN1C(C)=[NH2+]",
  "charge": 1,
  "homo_ev": -12.7796
}

version P has the most favorable energy; the next structure is 45.0 kcal/mol above.

Version P
{
  "formula": "CH5NOS2",
  "method": "ωB97M-V/def2-TZVPD",
  "species": ["N", "C", "O", "H", "H", "H", "S", "S", "H", "H"],
  "positions_angstrom": [[-1.35, -0.50, 1.41], [-0.17, -1.19, 1.43], [-0.07, -2.38, 1.28], [-1.45, 0.35, 1.94], [-2.15, -1.06, 1.18], [0.69, -0.51, 1.62], [0.07, 0.33, -1.78], [0.73, 1.48, -0.16], [1.22, 0.05, -2.38], [0.38, 2.66, -0.69]],
  "homo_lumo_gap_ev": 9.70,
  "spin_multiplicity": 1,
  "smiles": "NC=O.SS",
  "homo_ev": -9.5887
}

Version Q
{
  "formula": "CH5NOS2",
  "method": "ωB97M-V/def2-TZVPD",
  "species": ["C", "N", "O", "S", "S", "H", "H", "H", "H", "H"],
  "positions_angstrom": [[-0.53, 0.69, -0.48], [-0.71, -0.86, 1.55], [2.42, -0.25, -0.25], [-0.04, 0.53, 1.19], [2.33, 0.08, -1.90], [-1.04, 1.66, -0.68], [-0.90, -0.34, -0.68], [0.33, 0.64, -1.18], [-0.61, -1.29, 2.47], [2.97, 0.51, 0.19]],
  "homo_lumo_gap_ev": [9.45, 5.94],
  "spin_multiplicity": 1,
  "homo_ev": [-9.4598, -7.7347]
}

version P has the most favorable energy; the next structure is 89.7 kcal/mol above.

Version P
{
  "formula": "C6H4N5O5Yb",
  "method": "ωB97M-V/def2-TZVPD",
  "species": ["O", "C", "Yb", "C", "O", "C", "O", "C", "O", "C", "O", "H", "N", "N", "N", "C", "N", "N", "H", "H", "H"],
  "positions_angstrom": [[-0.12, 3.47, -1.44], [-0.12, 2.33, -1.35], [-0.09, -0.04, -1.01], [-0.08, -2.41, -1.43], [-0.08, -3.54, -1.50], [-0.10, -0.07, -3.58], [-0.19, -1.07, -4.20], [2.24, -0.03, -1.61], [3.38, 0.01, -1.78], [-2.44, -0.06, -1.63], [-3.57, -0.04, -1.78], [-0.01, 1.06, -3.92], [1.10, 0.62, 4.10], [0.41, 0.21, 3.01], [-0.73, -0.49, 3.12], [-1.04, -0.66, 1.82], [-0.14, -0.09, 1.03], [0.83, 0.49, 1.80], [1.94, 1.13, 3.95], [0.72, 0.37, 4.98], [-1.91, -1.18, 1.43]],
  "homo_lumo_gap_ev": [7.31, 7.50],
  "spin_multiplicity": 2,
  "s2": 0.75,
  "charge": 2,
  "homo_ev": [-16.1258, -16.3220]
}

Version Q
{
  "formula": "C6H4N5O5Yb",
  "method": "ωB97M-V/def2-TZVPD",
  "species": ["O", "C", "Yb", "C", "O", "C", "O", "C", "O", "C", "O", "H", "N", "N", "N", "C", "N", "N", "H", "H", "H"],
  "positions_angstrom": [[-0.69, 5.01, -1.26], [-0.66, 3.91, -1.53], [0.50, -0.27, 0.97], [1.06, -1.45, -1.03], [0.65, -2.24, -0.09], [0.24, -0.29, -1.58], [-0.28, -0.24, -2.67], [2.47, -1.26, -1.23], [3.44, -1.37, -1.87], [-1.75, -0.23, -0.18], [-2.70, -0.28, -0.81], [0.39, 0.70, -0.87], [1.09, 0.82, 5.30], [0.37, -0.11, 4.57], [-0.85, -0.54, 5.04], [-1.45, -0.90, 3.89], [-0.73, -0.62, 2.79], [0.41, -0.02, 3.24], [2.02, 0.92, 4.91], [1.07, 0.55, 6.28], [-2.42, -1.37, 3.85]],
  "homo_lumo_gap_ev": [8.10, 6.76],
  "spin_multiplicity": 2,
  "s2": 0.77,
  "charge": 2,
  "homo_ev": [-17.4867, -17.1968]
}

version P has the most favorable energy; the next structure is 41.9 kcal/mol above.

Version P
{
  "formula": "C6H15B",
  "method": "ωB97M-V/def2-TZVPD",
  "species": ["B", "C", "C", "C", "C", "C", "C", "H", "H", "H", "H", "H", "H", "H", "H", "H", "H", "H", "H", "H", "H", "H"],
  "positions_angstrom": [[-0.17, -0.21, 0.16], [-1.36, -1.02, -1.88], [-1.71, 1.28, -1.05], [1.29, -1.01, 2.17], [2.15, 0.71, 0.35], [-0.62, 0.15, -1.31], [0.92, 0.01, 1.13], [-1.77, -0.86, 1.90], [-2.08, -0.65, -2.77], [-2.07, -1.57, -1.09], [-0.81, -1.83, -2.41], [-2.45, 1.12, -0.29], [-1.22, 2.33, -0.71], [-2.37, 1.59, -1.94], [0.61, -1.01, 2.91], [2.12, -0.80, 2.75], [1.40, -1.96, 1.84], [2.35, 1.73, 0.69], [2.92, 0.05, 0.59], [1.95, 0.72, -0.73], [0.25, 0.30, -1.94], [0.64, 0.92, 1.65]],
  "homo_lumo_gap_ev": [7.54, 7.54],
  "spin_multiplicity": 1,
  "homo_ev": [-7.4180, -7.4173]
}

Version Q
{
  "formula": "C6H15B",
  "method": "ωB97M-V/def2-TZVPD",
  "species": ["B", "C", "C", "C", "C", "C", "C", "H", "H", "H", "H", "H", "H", "H", "H", "H", "H", "H", "H", "H", "H", "H"],
  "positions_angstrom": [[0.67, -0.17, -1.60], [0.65, -0.02, -0.06], [1.46, 1.29, 0.31], [1.39, -1.23, 0.61], [-0.81, -0.08, 0.45], [-1.43, 1.30, 0.26], [-1.61, -1.21, -0.35], [0.41, 0.61, -2.26], [1.07, -1.10, -2.11], [1.77, 1.08, 1.33], [0.95, 2.22, 0.04], [2.50, 1.31, -0.24], [1.31, -2.15, 0.12], [1.21, -1.29, 1.66], [2.38, -0.88, 0.52], [-0.87, -0.23, 1.57], [-2.05, 1.63, 1.12], [-0.70, 2.00, 0.20], [-2.20, 1.24, -0.58], [-1.49, -1.17, -1.47], [-1.57, -2.26, 0.03], [-2.68, -0.90, -0.26]],
  "homo_lumo_gap_ev": 10.91,
  "spin_multiplicity": 1,
  "smiles": "BC(C)(C)C(C)C",
  "homo_ev": -10.2460
}

version Q has the most favorable energy; the next structure is 82.8 kcal/mol above.